Record 1
A molecular structure, C22H39N7O3S, computed with ωB97M-V/def2-TZVPD.

Values from the calculation:
- HOMO (eV) = -7.7
- total energy (eV) = -50809.777

XYZ file:
```
72
C22H39N7O3S (ωB97M-V/def2-TZVPD)
C 0.949 0.607 0.445
C 0.133 1.117 -0.667
N -0.523 1.580 -1.479
H 0.229 0.209 1.159
H 1.623 1.350 0.871
H 1.580 -0.178 0.027
C 1.042 1.688 -3.579
C 0.553 0.469 -4.226
N 0.103 -0.446 -4.756
H 0.617 2.658 -3.835
H 2.121 1.844 -3.576
H 0.769 1.545 -2.533
C -1.264 3.615 -0.257
C -2.187 3.718 0.921
N -2.932 3.816 1.806
H -0.546 2.816 -0.073
H -0.628 4.497 -0.335
H -1.695 3.427 -1.240
C 3.134 -1.616 -0.203
C 3.704 -0.311 0.220
N 4.181 0.677 0.585
H 2.088 -1.634 0.101
H 3.751 -2.493 -0.006
H 3.101 -1.514 -1.288
C 3.278 -1.003 3.390
C 2.178 -0.512 2.473
N 1.415 -0.154 1.756
H 3.295 -0.480 4.347
H 4.243 -0.721 2.970
H 3.123 -2.061 3.602
C -0.113 -2.074 1.530
C 1.275 -2.549 1.516
N 2.371 -2.949 1.483
H -0.624 -2.234 0.580
H -0.107 -1.004 1.737
H -0.689 -2.579 2.305
C -0.265 0.171 3.213
C -1.613 -0.371 3.349
N -2.645 -0.810 3.447
H 0.064 0.409 2.201
H 0.377 -0.644 3.548
H -0.095 0.960 3.945
C -3.185 1.834 2.092
S -1.856 1.511 0.900
O -0.507 1.602 1.598
C -2.117 -0.276 0.588
H -4.150 1.606 1.639
H -3.217 2.860 2.457
H -3.101 1.171 2.954
H -2.030 -0.885 1.487
H -1.354 -0.664 -0.087
H -3.091 -0.517 0.160
C 1.047 -3.009 -0.790
C 0.451 -1.728 -1.248
O -0.214 -1.069 -0.435
C 0.953 -1.093 -2.503
H 1.855 -2.850 -0.076
H 1.504 -3.618 -1.571
H 0.350 -3.717 -0.342
H 0.821 -0.023 -2.346
H 0.232 -1.338 -3.283
H 2.005 -1.324 -2.672
C -2.379 -0.569 -1.491
C -2.481 0.210 -2.767
O -3.491 0.096 -3.434
C -1.325 1.163 -3.158
H -1.748 -0.034 -0.781
H -1.917 -1.553 -1.571
H -3.351 -0.679 -1.010
H -1.261 1.193 -4.246
H -0.417 0.689 -2.784
H -1.398 2.170 -2.748
```

---

Record 2
C22H39NO2 in the gas phase, computed with ωB97M-V/def2-TZVPD.

Values from the calculation:
- HOMO (eV) = -8.7
- total energy (eV) = -29033.534
- relative energy (zero: lowest compared OMol25 entry of this formula, charge and spin) (eV) = 0.000

XYZ file:
```
64
C22H39NO2 (ωB97M-V/def2-TZVPD)
C 1.543 3.466 0.544
C 2.212 2.160 0.983
C 2.462 2.206 2.503
C 3.487 3.263 2.907
C 4.816 3.035 2.196
C 4.612 3.001 0.686
C 3.583 1.936 0.306
C 3.445 1.796 -1.208
C 2.585 0.581 -1.530
C 1.209 0.695 -0.872
C 0.354 -0.534 -1.209
C 0.976 -1.887 -0.833
C -0.204 -2.837 -0.586
C -1.493 -2.007 -0.793
O -1.891 -2.086 -2.156
C -2.612 -2.564 0.124
N -3.887 -1.876 0.177
C -4.723 -1.919 -1.020
C -5.431 -3.277 -1.085
O -6.096 -3.555 0.120
C -1.037 -0.540 -0.539
C -1.965 0.480 -1.200
C -0.881 -0.256 0.959
C -0.093 1.025 1.222
C 1.320 0.934 0.641
H 1.157 3.401 -0.468
H 0.715 3.703 1.209
H 2.241 4.296 0.578
H 1.528 2.411 3.029
H 2.821 1.228 2.833
H 3.110 4.258 2.666
H 3.635 3.222 3.988
H 5.524 3.822 2.463
H 5.239 2.081 2.523
H 4.298 3.983 0.330
H 5.560 2.768 0.194
H 3.966 0.979 0.685
H 3.004 2.698 -1.633
H 4.435 1.673 -1.654
H 3.094 -0.313 -1.167
H 2.463 0.480 -2.611
H 0.706 1.560 -1.315
H 0.185 -0.534 -2.291
H 1.619 -2.255 -1.631
H 1.582 -1.798 0.067
H -0.192 -3.677 -1.283
H -0.174 -3.251 0.421
H -2.015 -3.014 -2.381
H -2.236 -2.597 1.150
H -2.803 -3.596 -0.188
H -3.741 -0.916 0.463
H -4.171 -1.737 -1.948
H -5.484 -1.142 -0.908
H -4.704 -4.074 -1.306
H -6.182 -3.274 -1.879
H -5.519 -3.221 0.823
H -2.219 0.152 -2.203
H -2.885 0.611 -0.635
H -1.478 1.449 -1.270
H -0.361 -1.086 1.438
H -1.863 -0.167 1.428
H -0.621 1.872 0.787
H -0.046 1.178 2.301
H 1.809 0.062 1.090
```

---

Record 3
A molecular structure, C22H40AsF3IrS2Si4Te, computed with ωB97M-V/def2-TZVPD.

Values from the calculation:
- HOMO (spin up / spin down) (eV) = -7.1 / -7.1
- spin multiplicity = 2
- total energy (eV) = -155769.643
- relative energy (zero: lowest compared OMol25 entry of this formula, charge and spin) (eV) = 0.320

XYZ file:
```
74
C22H40AsF3IrS2Si4Te (ωB97M-V/def2-TZVPD)
Ir -0.537 -0.346 -1.016
C 5.572 0.309 2.832
Si 3.716 0.002 2.759
C 3.368 -1.806 3.131
C 2.878 1.057 4.068
Si 2.884 0.554 0.637
Te 0.413 0.811 1.086
Si 3.428 -1.173 -0.852
C 5.233 -1.618 -0.551
C 2.386 -2.707 -0.556
C 3.254 -0.628 -2.641
Si 3.785 2.600 -0.049
C 2.810 3.309 -1.483
C 5.574 2.349 -0.581
C 3.730 3.810 1.388
H 5.972 0.009 3.804
H 5.800 1.368 2.691
H 6.103 -0.253 2.061
H 3.670 -2.053 4.152
H 3.910 -2.469 2.452
H 2.301 -2.020 3.031
H 3.275 0.816 5.058
H 1.801 0.879 4.084
H 3.040 2.122 3.889
H 5.381 -2.025 0.451
H 5.882 -0.746 -0.656
H 5.564 -2.372 -1.271
H 2.440 -3.031 0.485
H 2.734 -3.528 -1.190
H 1.333 -2.532 -0.791
H 3.888 0.237 -2.853
H 2.224 -0.353 -2.878
H 3.552 -1.436 -3.315
H 2.831 2.643 -2.349
H 3.222 4.276 -1.787
H 1.765 3.455 -1.205
H 5.636 1.699 -1.457
H 6.171 1.897 0.214
H 6.034 3.306 -0.844
H 2.710 3.915 1.764
H 4.077 4.798 1.074
H 4.362 3.479 2.214
S -0.152 2.008 -3.338
C -0.176 0.884 -2.260
C -3.525 -2.722 -4.672
As -3.174 -1.826 -3.007
C -3.682 0.004 -3.271
C -4.341 -2.648 -1.725
S -1.094 -2.079 -2.595
H -4.588 -2.673 -4.903
H -3.214 -3.761 -4.582
H -2.947 -2.239 -5.456
H -4.727 0.047 -3.574
H -3.039 0.421 -4.043
H -3.529 0.536 -2.335
H -5.373 -2.414 -1.986
H -4.099 -2.259 -0.741
H -4.180 -3.724 -1.755
F -9.484 -0.566 2.087
C -8.699 0.441 2.525
F -8.700 0.362 3.869
F -9.315 1.587 2.195
C -7.313 0.348 1.960
C -6.845 1.286 1.054
C -5.569 1.162 0.530
C -4.748 0.096 0.903
C -5.232 -0.839 1.826
C -6.504 -0.713 2.349
C -3.441 -0.052 0.338
C -2.352 -0.187 -0.184
H -7.473 2.117 0.763
H -5.194 1.898 -0.169
H -4.593 -1.657 2.131
H -6.871 -1.437 3.065
```

---

- The highest total energy belongs to which entry?
  C22H39NO2

---

- What is the total energy in the third record?
  -155769.643 eV

---

- The lowest total energy belongs to which entry?
  C22H40AsF3IrS2Si4Te